Density functional theory data (wB97M-V/def2-TZVPD) for a molecular structure, C19H28CoO7P2S2Se.

Results
Relative energy (zero: lowest compared OMol25 entry of this formula, charge and spin), kJ/mol: 647.3
Charge: -2
Total energy, eV: -177707.180
2S+1: 2
Gap between HOMO and LUMO (spin up / spin down), eV: 4.3 / 4.2
HOMO (spin up / spin down), eV: -0.1 / -0.1
LUMO level (spin up / spin down), eV: 4.1 / 4.1

Element x y z (Å)
Co  0.6619  -0.6847  0.6065
C  -2.2278  2.9741  -0.1219
C  -2.1083  1.9920  1.0153
C  -1.3096  2.2688  2.1193
C  -1.1569  1.3491  3.1530
C  -0.1396  1.5480  4.2417
C  -1.8668  0.1582  3.0951
C  -2.6596  -0.1559  1.9998
C  -3.2570  -1.5302  1.8851
C  -2.7695  0.7686  0.9663
H  -3.0756  3.6512  0.0200
H  -2.3677  2.4562  -1.0728
H  -1.3286  3.5865  -0.2113
H  -0.7478  3.1981  2.1521
H  -0.5982  1.5195  5.2334
H  0.3789  2.5023  4.1309
H  0.5991  0.7415  4.1901
H  -1.6978  -0.5919  3.8572
H  -4.0086  -1.7105  2.6583
H  -2.4595  -2.2686  1.9962
H  -3.7264  -1.6779  0.9111
H  -3.3485  0.5128  0.0829
C  3.3608  0.8197  -1.0324
P  1.6611  1.0034  -0.3776
C  1.8088  2.6924  0.3438
C  0.7179  1.3402  -1.9381
C  0.7518  2.5479  -2.6303
C  -0.0152  2.7392  -3.7711
C  -0.8198  1.7092  -4.2399
C  -0.8461  0.4946  -3.5690
C  -0.0874  0.2934  -2.4179
P  -0.0550  -1.2706  -1.4264
C  -1.6675  -2.0466  -1.8074
C  1.0733  -2.3293  -2.3925
H  3.6589  1.6944  -1.6158
H  3.4111  -0.0742  -1.6547
H  4.0288  0.6512  -0.1874
H  2.3543  3.3979  -0.2887
H  2.3412  2.5842  1.2904
H  0.8135  3.0806  0.5576
H  1.3717  3.3599  -2.2667
H  0.0095  3.6907  -4.2900
H  -1.4252  1.8528  -5.1279
H  -1.4729  -0.3068  -3.9438
H  -1.7931  -2.2889  -2.8656
H  -2.4828  -1.4026  -1.4729
H  -1.6840  -2.9729  -1.2287
H  0.6957  -2.5254  -3.3991
H  1.1700  -3.2497  -1.8063
H  2.0538  -1.8553  -2.4547
O  3.7213  -1.4194  1.1500
Se  1.2893  -2.5993  2.7744
O  2.1276  -1.7181  3.8738
O  0.0514  -1.5100  2.2190
O  0.6469  -3.6500  0.3416
O  1.3565  -4.7725  -0.2617
S  2.7722  -4.9693  0.5960
O  3.4819  -5.9408  -0.2647
O  2.3881  -5.5254  1.9058
S  2.4454  -2.1315  0.7703